Molecular formula: C19H41Br10N3O3
Method: DFT, the ωB97M-V functional and the def2-TZVPD basis

Calculated values
LUMO: 0.3 eV
charge: 0
relative energy (zero: lowest compared OMol25 entry of this formula, charge and spin): 0.040 eV
frontier orbital gap: 0.35147 hartree
SMILES string: CN(C)C=O.CN(C)C=O.CN(C)C=O.BrCCBr.BrCCBr.BrCCBr.BrCCBr.BrCCBr

Cartesian coordinates (Å):
C -3.7185 -4.2451 -1.4398
N -2.7223 -3.5434 -2.2739
C -2.2162 -4.2814 -3.4582
C -2.1460 -2.3924 -1.8178
O -1.2145 -1.8902 -2.4623
H -4.5552 -4.2875 -2.1390
H -4.0509 -3.6295 -0.6048
H -3.3522 -5.1970 -1.0592
H -3.0214 -4.6912 -4.0652
H -1.6760 -3.5611 -4.0716
H -1.4778 -5.0398 -3.1961
H -2.5763 -2.0415 -0.8710
C 0.4257 4.3495 -2.0540
N 1.8170 4.5271 -1.6233
C 2.8314 4.8751 -2.6002
C 2.2709 4.1597 -0.4031
O 1.5742 3.6084 0.4425
H -0.1056 5.2921 -1.8880
H -0.1925 3.6483 -1.4984
H 0.3267 4.2388 -3.1327
H 3.2155 3.9810 -3.0931
H 2.3665 5.3989 -3.4397
H 3.5820 5.5972 -2.2844
H 3.3420 4.3721 -0.2721
C -0.9224 -3.0933 4.1546
N -2.1892 -2.4576 4.5461
C -1.9051 -1.3105 5.4452
C -3.3581 -2.7100 4.0270
O -3.5932 -3.6181 3.2471
H -0.5084 -3.7332 4.9335
H -0.3203 -2.2854 3.7450
H -1.1432 -3.8432 3.3928
H -2.8324 -0.7429 5.5084
H -1.5963 -1.6153 6.4467
H -1.0558 -0.7161 5.1085
H -4.1705 -2.0795 4.4274
Br 1.2433 6.2036 5.0019
C 2.1138 4.6933 4.1853
C 0.9876 3.7336 3.7933
Br -0.1353 3.1283 5.2979
H 2.8457 4.4478 4.9559
H 2.8216 5.0875 3.4562
H 1.3438 2.7790 3.4057
H 0.4011 4.1177 2.9614
Br 3.7471 1.2625 -3.1505
C 4.6176 -0.3681 -2.3547
C 5.6495 0.1240 -1.3314
Br 6.5087 -1.4075 -0.4023
H 5.0920 -0.9421 -3.1458
H 3.8552 -0.9136 -1.8057
H 5.1206 0.6796 -0.5571
H 6.4260 0.8240 -1.6319
Br -2.9044 4.6905 -2.7012
C -4.2459 3.3125 -2.3868
C -3.6148 1.9753 -2.7217
Br -5.0186 0.7810 -3.4212
H -5.2080 3.4155 -2.8813
H -4.4159 3.3106 -1.3113
H -3.2109 1.4760 -1.8440
H -2.8158 2.0411 -3.4559
Br 0.6387 -5.6337 0.9853
C 0.7725 -5.1396 -0.9350
C 1.8316 -4.0901 -1.1269
Br 1.8661 -3.4861 -3.0051
H -0.1962 -4.7832 -1.2794
H 1.0269 -6.0268 -1.5122
H 2.8574 -4.3829 -0.9135
H 1.6622 -3.2143 -0.5016
Br 2.6010 -0.3385 0.7770
C 0.8444 -0.1028 0.0426
C -0.0968 0.4480 1.1250
Br -1.9540 0.6001 0.4817
H 0.6014 -1.0577 -0.4195
H 1.0655 0.5517 -0.7990
H 0.2248 1.4186 1.4953
H -0.0810 -0.2577 1.9538

=====

Molecular formula: C19H41CdN2OP2
Method: DFT, the ωB97M-V functional and the def2-TZVPD basis

Calculated values
LUMO: -2.0 eV
charge: +1
relative energy (zero: lowest compared OMol25 entry of this formula, charge and spin): 0.000 eV
frontier orbital gap: 0.30516 hartree

Cartesian coordinates (Å):
Cd -0.6470 -0.0766 0.1718
P 0.0404 -2.0553 -1.1950
P 0.2681 2.2826 0.5893
N 0.3792 0.8080 -2.2076
C 0.9452 -1.5549 -2.7160
H 1.8106 -2.2164 -2.8659
H 0.2842 -1.7134 -3.5843
C 1.4328 -0.0925 -2.7119
H 2.3322 0.0321 -2.0861
H 1.7090 0.1972 -3.7471
C 0.7023 2.2589 -2.2343
H -0.2297 2.7982 -2.4949
H 1.4467 2.4621 -3.0253
C 1.2518 2.7700 -0.8879
H 1.3196 3.8690 -0.9234
H 2.2718 2.3742 -0.7457
C 1.1141 2.9460 2.1127
C 2.0709 1.9236 2.7465
H 3.0103 1.8414 2.1779
H 1.5917 0.9382 2.8283
H 2.3212 2.2490 3.7712
C -1.3177 3.2559 0.3948
C -2.4006 2.7846 1.3939
H -3.3572 2.7129 0.8601
H -2.5295 3.4974 2.2196
H -2.1948 1.7889 1.8209
C -1.5772 -2.7888 -1.7756
C -2.3033 -3.5783 -0.6730
H -3.3707 -3.6327 -0.9317
H -2.2353 -3.0861 0.3077
H -1.9437 -4.6129 -0.5857
C 1.0126 -3.4283 -0.4318
C 0.5162 -3.7618 0.9835
H 1.2891 -4.3542 1.4917
H -0.3994 -4.3659 0.9611
H 0.3211 -2.8673 1.5918
C 2.1716 -0.4951 0.5316
O 3.2209 -0.7310 0.9292
C -1.0895 4.7746 0.3906
H -0.0639 5.0703 0.6544
H -1.3017 5.1657 -0.6135
H -1.7872 5.2729 1.0767
C -1.4698 -3.5516 -3.1032
H -2.1051 -4.4458 -3.0834
H -1.8479 -2.9149 -3.9143
H -0.4464 -3.8558 -3.3596
C 1.0728 -4.6614 -1.3296
H 1.7118 -5.4083 -0.8425
H 0.0856 -5.1164 -1.4803
H 1.5150 -4.4415 -2.3089
C 0.1032 3.4214 3.1562
H -0.6134 2.6277 3.4114
H 0.6380 3.6912 4.0806
H -0.4337 4.3113 2.8116
H 1.7168 3.7928 1.7493
H 2.0296 -3.0084 -0.3487
H -1.6475 2.9475 -0.6109
H -2.1716 -1.8781 -1.9603
H -0.4912 0.6452 -2.7133
H -2.1782 0.3609 -0.7069
C -0.1522 -0.1216 4.8725
C -0.4849 -0.3415 3.4929
N -0.7310 -0.5316 2.3704
H -0.2807 0.9423 5.1229
H 0.8903 -0.4269 5.0387
H -0.7978 -0.7032 5.5383

=====

Molecular formula: C19H41Cl2NO8PS2Si
Method: DFT, the ωB97M-V functional and the def2-TZVPD basis

Calculated values
LUMO: 1.4 eV
charge: -1
frontier orbital gap: 0.26167 hartree

Cartesian coordinates (Å):
C 3.7420 -1.1507 3.7640
C 3.4701 -2.3953 2.7308
C 4.2380 -2.2773 1.2852
C 3.9748 -0.8666 0.4923
N 2.9278 -0.9696 -0.6267
C 1.5681 -1.3400 -0.0763
C 0.3008 -0.9798 -1.0521
C -0.9982 -2.0096 -0.8558
C -1.6034 -1.8881 0.6634
Si -3.0881 -0.6099 0.8054
C -2.6077 0.5942 2.2283
C -2.5774 2.1815 1.8209
C -1.2150 2.6200 0.9572
Cl 0.1854 2.5419 2.2250
C -3.4088 0.2214 -0.9005
O -4.3069 1.3857 -0.8744
C -5.6679 1.0571 -1.3251
C -6.5640 2.4554 -1.1260
C -4.5980 -1.6870 1.4472
P -6.0679 -0.6380 2.0677
O -5.8519 0.9287 1.9236
O -7.5407 -1.0754 1.1766
O -6.3796 -1.0268 3.7405
C 2.9449 0.4028 -1.2731
S 2.3148 1.8350 -0.5258
S 3.7200 0.7002 -2.9937
C 4.7105 2.3092 -2.7137
C 5.9246 2.1006 -1.5967
C 5.6860 2.9589 -0.2076
H 2.7404 -0.5131 3.7979
H 4.5990 -0.4154 3.4161
H 3.9358 -1.4993 4.8781
H 3.8639 -3.3759 3.2486
H 2.2959 -2.5340 2.5959
H 3.9339 -3.2334 0.6591
H 5.4182 -2.3621 1.4378
H 3.7177 0.0152 1.2280
H 4.9951 -0.5650 -0.0318
H 1.5937 -2.5104 0.1452
H 1.3360 -0.8283 0.9755
H 0.5828 -0.8785 -2.1840
H -0.1064 0.0831 -0.6946
H -0.5518 -3.1111 -0.9466
H -1.7872 -1.8986 -1.7136
H -0.7634 -1.6590 1.4782
H -2.0066 -2.9739 0.9505
H -1.5374 0.3220 2.6629
H -3.3569 0.4905 3.1363
H -3.5728 2.5812 1.3258
H -2.4790 2.7844 2.8468
H -1.0220 1.9364 0.0273
H -1.2499 3.7685 0.6345
H -3.9209 -0.5967 -1.6003
H -2.3806 0.4785 -1.4492
H -5.7232 0.6989 -2.4625
H -6.1576 0.1649 -0.7068
H -7.7150 2.2828 -1.2762
H -6.2550 3.2979 -1.9012
H -6.3014 2.8481 -0.0337
H -4.1882 -2.3039 2.3832
H -4.8553 -2.4724 0.6176
H -7.2856 -1.7054 0.4135
H -5.5010 -1.1326 4.2133
H 4.0223 3.2159 -2.4165
H 5.2509 2.5864 -3.7222
H 5.9691 0.9305 -1.3773
H 6.9364 2.4524 -2.0693
H 5.2453 2.1965 0.5961
H 6.7054 3.3718 0.2529
H 4.9180 3.8593 -0.3408
O 2.6803 -2.1884 -4.8816
Cl 3.4849 -1.8350 -6.0349
O 2.8144 -0.7962 -6.7923
O 3.6671 -3.0036 -6.8738
O 4.7784 -1.3517 -5.5922

=====

Molecular formula: C19H42BF4N4O9S
Method: DFT, the ωB97M-V functional and the def2-TZVPD basis

Calculated values
LUMO: 2.2 eV
charge: -1
relative energy (zero: lowest compared OMol25 entry of this formula, charge and spin): 8.651 eV
frontier orbital gap: 0.29885 hartree

Cartesian coordinates (Å):
C -2.5633 -0.7758 -2.6021
C -1.6753 -2.0581 -2.0110
C -0.7902 -1.4196 -0.7472
C -0.2475 -2.5562 0.3030
N -0.5476 -2.2826 1.7591
C 0.0625 -0.9930 2.2597
N -1.1538 -0.0455 2.3092
C -2.2654 -0.8806 2.4766
O -3.3916 -1.5892 2.7337
O 1.2701 -0.4656 1.5406
B 2.5567 -0.7974 2.2483
N 3.4458 -1.7434 1.4266
C 3.3144 -1.4132 0.0734
S 3.1370 -0.8993 -1.5411
C 3.5286 0.4531 2.7228
F 4.8717 0.4629 2.0983
F 3.7528 0.2840 4.2070
C 2.7679 1.9170 2.5389
F 2.8842 2.3545 1.1145
F 3.4388 2.9348 3.4223
O 2.0366 -1.7219 3.3171
C 0.7771 -1.0423 3.7714
N 0.1894 -2.0959 4.6729
C -0.4345 -1.5875 5.7761
C -0.8236 -0.0304 6.0889
C -0.9045 -2.7046 6.9290
H -3.5361 -0.6525 -1.9235
H -2.8456 -0.9278 -3.7437
H -1.8618 0.1878 -2.5492
H -1.0009 -2.4940 -2.8622
H -2.4026 -2.9150 -1.6750
H -1.4859 -0.6033 -0.2620
H 0.1795 -0.9535 -1.2621
H 0.9050 -2.8185 0.1830
H -0.8201 -3.5679 0.0321
H -0.1643 -3.1308 2.2718
H 1.6413 1.8857 2.9115
H 1.2160 -0.0485 4.2031
H -1.6353 0.0781 6.9490
H 0.1604 0.4746 6.5348
H -1.0922 0.6052 5.1291
H -0.2558 -3.6602 6.7410
H -0.7949 -2.2420 8.0003
H -2.0206 -2.9980 6.6548
C -3.5342 1.7133 -5.7136
O -2.5672 0.6906 -5.8662
H -4.3318 1.3533 -5.0595
H -3.0673 2.5934 -5.2647
H -3.9538 1.9680 -6.6899
H -1.8728 1.0388 -6.4509
C -7.2235 0.6063 -4.2363
O -5.9827 0.9486 -3.6468
H -7.3831 1.2324 -5.1173
H -7.2076 -0.4443 -4.5368
H -8.0290 0.7790 -3.5185
H -5.8687 0.3773 -2.8685
C 5.4440 3.4579 0.0716
O 6.6849 3.8002 0.6611
H 5.2844 4.0840 -0.8094
H 5.4599 2.4073 -0.2289
H 4.6385 3.6306 0.7894
H 6.7988 3.2288 1.4394
C -4.5441 1.9195 1.0681
O -3.1514 2.0627 1.2783
H -4.9697 2.8968 0.8288
H -4.7192 1.2343 0.2350
H -5.0128 1.5330 1.9764
H -2.8018 1.1802 1.4886
C 7.3229 -1.5194 -2.4744
O 6.0590 -1.6474 -3.0993
H 7.8457 -0.6609 -2.9026
H 7.1857 -1.3616 -1.4018
H 7.9098 -2.4245 -2.6483
H 5.6189 -2.4165 -2.6992
C 0.6047 1.6797 -4.3772
O -0.2597 0.5773 -4.1730
H 0.6436 2.2751 -3.4620
H 1.6077 1.3179 -4.6167
H 0.2234 2.2966 -5.1946
H -0.2740 0.0681 -5.0011

=====

Molecular formula: C19H42F3N6O9STl
Method: DFT, the ωB97M-V functional and the def2-TZVPD basis

Calculated values
LUMO: -11.1 eV
charge: +2
frontier orbital gap: 0.11536 hartree

Cartesian coordinates (Å):
Tl 26.0439 -19.1738 -21.6549
C 25.2845 -13.7620 -21.8223
F 23.9423 -13.8160 -21.9687
F 25.7969 -13.9167 -23.0466
F 25.5234 -12.5203 -21.4128
S 25.8133 -15.0232 -20.5218
O 27.1964 -14.6161 -20.3099
O 24.9772 -14.8236 -19.3588
O 25.8293 -16.3297 -21.1357
C 31.0378 -17.7404 -20.8465
C 29.6128 -17.4272 -20.4087
O 28.6584 -18.0644 -20.8612
N 29.3317 -16.3416 -19.6434
C 30.1491 -15.7636 -18.5947
H 31.1975 -18.8064 -20.6708
H 31.7747 -17.2931 -20.1789
H 31.2597 -17.4646 -21.8744
H 28.4412 -15.8804 -19.8401
H 29.5543 -15.6242 -17.6909
H 30.5466 -14.7775 -18.8421
H 30.9702 -16.4157 -18.3033
C 28.8644 -22.1619 -24.5077
C 29.0828 -20.9425 -23.6304
O 28.0210 -20.3764 -23.3255
N 30.2770 -20.6423 -23.1305
C 31.5334 -21.1813 -23.7029
H 27.8425 -22.1010 -24.8652
H 29.0297 -23.0624 -23.9168
H 29.5592 -22.1347 -25.3481
H 30.3530 -19.7832 -22.6054
H 31.9765 -20.6015 -24.5174
H 31.3900 -22.1606 -24.1476
H 32.2951 -21.1388 -22.9276
C 21.4371 -18.9035 -19.9442
C 22.6120 -17.9509 -19.6876
O 23.7287 -18.2011 -20.1700
N 22.4947 -16.8724 -18.9092
C 21.4059 -16.5089 -18.0211
H 20.4976 -18.5674 -19.5085
H 21.6620 -19.8177 -19.3939
H 21.3617 -19.0744 -21.0145
H 23.3589 -16.3305 -18.9033
H 21.4196 -17.2361 -17.2015
H 20.4390 -16.4749 -18.5154
H 21.6214 -15.6117 -17.4438
C 22.8408 -22.2526 -20.3501
C 24.0547 -22.0083 -19.4796
O 24.9056 -21.1630 -19.8035
N 24.2747 -22.8371 -18.4551
C 25.4555 -22.8612 -17.5787
H 22.2133 -21.3820 -20.5264
H 22.2697 -23.0607 -19.8956
H 23.1916 -22.5297 -21.3445
H 23.8003 -23.7266 -18.4178
H 25.0305 -22.7530 -16.5827
H 26.0966 -22.0234 -17.8361
H 25.8851 -23.8340 -17.8100
C 25.0281 -16.4750 -25.4096
C 24.1566 -16.6642 -24.1581
O 24.4796 -17.5070 -23.3075
N 23.0154 -16.0037 -24.1125
C 22.0768 -16.0770 -23.0083
H 25.4722 -15.4870 -25.2811
H 24.4857 -16.5628 -26.3503
H 25.7976 -17.2410 -25.4545
H 22.6858 -15.6532 -24.9994
H 21.6116 -17.0646 -22.9988
H 21.3285 -15.2905 -23.0181
H 22.6319 -15.9966 -22.0735
C 29.1822 -16.6249 -24.9291
C 28.2324 -16.4487 -23.7573
O 27.4939 -17.3828 -23.4121
N 28.2516 -15.3425 -23.0163
C 29.0913 -14.1630 -23.2040
H 30.0557 -17.1387 -24.5151
H 29.5565 -15.6554 -25.2557
H 28.8883 -17.2444 -25.7709
H 27.7784 -15.4031 -22.1206
H 28.8027 -13.5467 -24.0561
H 30.1067 -14.5215 -23.3753
H 28.9786 -13.5674 -22.3020

=====

Molecular formula: C19H42NO2P3STb
Method: DFT, the ωB97M-V functional and the def2-TZVPD basis

Calculated values
LUMO (spin up / spin down): -7.8 / -7.8 eV
2S+1: 7
charge: +3
relative energy (zero: lowest compared OMol25 entry of this formula, charge and spin): 4.378 eV
frontier orbital gap (spin up / spin down): 0.22939 / 0.20710 hartree

Cartesian coordinates (Å):
Tb 0.5800 -0.3911 0.7926
P -0.8658 -1.7857 -1.2940
P 2.7499 -2.0867 0.6172
P -2.5703 3.4056 -0.9795
H 1.8097 3.8929 1.1514
C 0.7266 3.7860 1.1942
C 0.0471 2.8709 2.1179
H 0.6151 2.3241 2.8643
C -0.4607 -1.5581 -3.0729
C -0.5495 -3.5691 -1.1249
C -2.7031 -1.8528 -1.4179
C 4.2108 -1.8704 1.6943
C 2.3693 -3.8612 0.9061
C 3.5183 -2.1304 -1.0417
C -3.6948 4.7460 -1.3007
C -3.1639 2.2183 0.2678
C -2.2035 2.4559 -2.4621
H 0.2087 4.7071 0.9520
H -0.8899 3.2439 2.5294
H -0.9089 -2.3604 -3.6812
H 0.6315 -1.5677 -3.1936
H -0.8418 -0.5848 -3.4125
H -1.2914 -4.1334 -1.6989
H -0.6101 -3.8616 -0.0755
H 0.4523 -3.8134 -1.4800
H -3.0213 -2.8213 -1.8377
H -3.0804 -1.0376 -2.0517
H -3.1404 -1.7432 -0.4165
H 4.4226 -2.7950 2.2421
H 4.0209 -1.0861 2.4367
H 5.0995 -1.6143 1.1058
H 2.2442 -4.4015 -0.0423
H 1.4434 -3.9488 1.4921
H 3.1896 -4.3126 1.4822
H 4.5792 -2.3810 -0.9411
H 3.4335 -1.1452 -1.5145
H 3.0277 -2.8911 -1.6584
H -4.1705 4.5955 -2.2720
H -3.1211 5.6736 -1.3728
H -4.4285 4.8264 -0.4929
H -4.2613 2.2609 0.2817
H -2.8285 2.4673 1.2899
H -2.8988 1.1743 0.0030
H -2.5965 3.0040 -3.3236
H -2.7169 1.4865 -2.4263
H -1.1285 2.3018 -2.6141
C 1.4348 1.7885 -0.3538
C 1.6190 2.0568 -1.7257
C 2.9015 2.0815 -2.2356
C 3.9946 1.8263 -1.3955
C 3.8249 1.4817 -0.0565
C 2.5243 1.4097 0.4925
S -0.1112 2.3780 0.2440
H -1.3411 4.0286 -0.5480
H 0.7504 2.2640 -2.3475
H 3.0546 2.3339 -3.2881
H 4.9963 1.9123 -1.8189
H 4.7101 1.2404 0.5507
H 2.3818 1.1858 1.5682
N -2.6975 -3.1471 3.5689
C -2.4490 -1.6483 3.5451
C -1.3003 -1.4101 2.6314
O -0.7761 -2.3997 2.0374
O -0.8922 -0.2088 2.4115
H -2.1317 -3.5809 2.8029
H -3.7014 -3.3834 3.4915
H -2.4375 -3.5420 4.4860
H -3.3563 -1.1869 3.1550
H -2.2316 -1.3171 4.5632